Record 1
Here is C16H13FN6 in the gas phase from the OMol25 dataset. Energies are from wB97M-V/def2-TZVPD.

```
36
Properties=species:S:1:pos:R:3:forces:R:3:mulliken_charge:R:1
F 1.162 5.310 -5.004 -0.1 -0.4 0.6 -0.317
C 0.907 4.122 -4.300 -0.2 1.4 1.2 -0.160
C -0.558 3.812 -4.331 -0.9 -1.4 -0.2 -0.537
N -0.718 2.404 -3.910 -0.6 -1.3 0.1 0.497
C -1.594 1.455 -4.405 -0.4 1.4 -0.6 -0.292
C -1.549 0.321 -3.663 1.4 0.5 1.6 -0.808
C -0.476 0.692 -2.650 -2.8 -2.1 0.4 0.171
C -0.108 0.003 -1.365 -0.7 0.1 -0.6 0.548
C -0.770 -1.126 -0.818 1.5 1.1 -1.2 -0.270
N -0.512 -1.522 0.432 -2.2 -2.5 -0.3 -0.441
C 0.372 -0.937 1.170 2.1 1.9 -1.7 0.499
N 0.795 -1.344 2.450 -1.9 -0.7 -0.8 0.239
C 1.615 -0.599 3.284 1.3 0.9 -1.2 -0.172
C 1.735 -1.218 4.471 -1.2 1.3 1.5 -1.091
C 0.712 -2.224 4.501 1.8 -0.7 1.8 0.764
C 0.293 -3.053 5.569 2.4 1.7 0.3 -0.770
C -0.486 -4.107 5.359 -0.6 0.3 0.2 -0.226
N -1.012 -4.185 4.156 -1.7 -1.2 -1.1 -0.677
C -0.729 -3.315 3.205 -1.7 -1.9 -2.2 -0.268
C 0.242 -2.381 3.217 0.7 1.6 1.8 0.397
N 1.104 0.058 0.647 0.8 0.9 0.8 -0.519
C 0.868 0.578 -0.557 -0.6 -1.9 2.0 -0.370
N -0.116 1.932 -2.754 0.2 1.2 -2.2 -0.588
H 1.414 3.331 -4.789 1.0 -0.7 -0.2 0.281
H 1.147 4.245 -3.175 0.3 -0.2 -2.1 0.233
H -1.016 4.339 -3.554 -0.9 1.3 1.0 0.301
H -1.155 4.014 -5.254 1.0 -0.4 0.5 0.303
H -2.306 1.729 -5.210 0.8 -0.3 0.6 0.340
H -2.298 -0.499 -3.723 1.2 0.6 0.1 0.297
H -1.334 -1.712 -1.595 0.0 0.2 1.7 0.292
H 2.085 0.317 2.860 -0.4 -1.1 0.5 0.339
H 2.144 -0.804 5.387 0.4 -0.1 -0.4 0.381
H 0.659 -2.950 6.560 0.6 0.6 0.7 0.357
H -0.733 -4.701 6.257 -0.3 -0.4 -1.2 0.293
H -1.287 -3.383 2.299 -0.6 -0.5 -0.6 0.478
H 1.503 1.399 -0.768 0.2 0.7 -0.8 0.497
```
Positions in Å, forces in eV/Å.

Computed properties:
HOMO energy   -8.29 eV
Total charge   0
ΔE to the lowest compared entry with this formula, charge and spin   40.0 kJ/mol
LUMO level   0.252 eV

Record 2
Here is C16H13N5OS3 in the gas phase from the OMol25 dataset. Energies are from wB97M-V/def2-TZVPD.

```
38
Properties=species:S:1:pos:R:3:forces:R:3:mulliken_charge:R:1
C 0.483 2.150 -1.562 0.1 0.0 0.1 -1.467
C 0.926 1.971 -2.977 -0.1 -0.1 0.0 1.022
C 1.860 2.840 -3.531 0.0 -0.1 -0.1 -0.687
C 2.251 2.744 -4.853 0.0 0.0 0.0 -0.632
C 1.696 1.771 -5.666 0.0 0.0 0.0 -0.579
C 0.777 0.887 -5.136 0.0 0.0 0.1 -0.571
C 0.407 0.966 -3.797 0.3 0.3 -0.2 0.451
N -0.557 0.046 -3.331 -0.5 0.3 -0.6 -0.104
C -0.427 -0.742 -2.248 -0.6 -1.0 0.7 0.399
N 0.548 -0.758 -1.407 0.5 1.1 -1.4 -0.502
N 0.395 -1.623 -0.410 -0.2 -1.0 1.1 -0.338
C -0.693 -2.302 -0.461 -0.3 0.1 -0.4 0.469
S -1.181 -3.515 0.672 -0.1 -0.4 0.4 -0.156
C 0.131 -3.302 1.937 -0.2 0.0 -0.5 -0.804
C -0.245 -2.204 2.873 0.0 0.6 0.1 0.669
C 0.071 -0.897 2.628 0.1 -0.1 -0.1 -0.566
C -0.341 0.154 3.506 0.0 -0.1 0.0 0.221
O -0.147 1.345 3.410 0.0 0.3 0.0 -0.658
N -1.078 -0.345 4.626 0.1 -0.4 -0.3 0.054
C -1.589 0.438 5.633 -0.3 0.4 0.6 -0.607
C -2.235 -0.263 6.574 0.1 -0.1 -0.3 -0.215
S -2.233 -1.972 6.231 0.1 0.2 -0.1 -0.158
C -1.328 -1.674 4.776 0.0 -0.2 -0.1 0.405
N -0.950 -2.602 3.960 -0.2 -0.5 0.2 -0.553
S -1.716 -1.911 -1.845 0.8 0.4 0.4 -0.261
H -0.594 2.018 -1.476 -0.1 0.0 0.1 0.334
H 0.958 1.406 -0.924 -0.1 0.1 0.0 0.276
H 0.748 3.141 -1.202 0.0 0.1 0.0 0.472
H 2.276 3.618 -2.907 0.0 0.1 0.1 0.363
H 2.977 3.436 -5.253 0.1 0.1 0.0 0.379
H 1.979 1.696 -6.705 0.0 0.0 -0.1 0.367
H 0.341 0.119 -5.760 0.0 -0.1 0.0 0.348
H -1.215 -0.280 -4.025 0.1 0.1 0.1 0.260
H 0.171 -4.253 2.464 0.1 0.0 0.0 0.453
H 1.052 -3.091 1.399 0.0 -0.1 0.1 0.435
H 0.634 -0.619 1.752 0.0 0.0 0.0 0.611
H -1.431 1.500 5.580 0.0 0.1 0.0 0.395
H -2.719 0.103 7.455 -0.1 0.2 0.2 0.476
```
Positions in Å, forces in eV/Å.

Computed properties:
HOMO energy   -8.05 eV
Total charge   0
ΔE to the lowest compared entry with this formula, charge and spin   0.0 kJ/mol
LUMO level   0.276 eV

Record 3
Here is a molecular structure, C16H13O3PSn from the OMol25 dataset. Energies are from wB97M-V/def2-TZVPD.

```
34
Properties=species:S:1:pos:R:3:forces:R:3:mulliken_charge:R:1
O 0.154 3.456 -0.991 -1.4 -2.7 0.0 -0.115
C -0.358 2.433 -0.975 1.5 3.2 0.0 0.158
Sn -0.753 -0.413 -0.022 -0.2 3.2 -0.6 0.855
C 1.288 -1.198 -0.768 6.7 -2.9 -0.4 0.282
C -2.661 -1.369 -0.982 -7.1 -4.9 -2.5 0.251
O 2.368 -1.564 -0.899 -3.8 1.5 0.2 -0.042
O -3.533 -1.973 -1.462 4.3 3.0 1.9 -0.079
C -2.043 -0.095 3.441 -0.4 -0.1 -0.2 -1.255
P -0.499 -0.070 2.494 0.3 0.3 2.9 0.436
C 0.242 1.528 2.983 0.1 0.3 -0.5 0.657
C -0.333 2.717 2.473 0.1 -0.8 0.0 -0.549
C 0.249 3.945 2.746 -0.1 0.3 -0.2 -0.781
C 1.424 4.021 3.501 -0.1 -0.7 0.2 -0.471
C 1.969 2.847 4.053 -0.3 0.5 -0.3 -0.752
C 1.366 1.611 3.811 0.4 -0.2 0.1 -0.268
C 0.440 -1.519 3.028 0.6 -0.3 -0.4 0.798
C 1.848 -1.524 2.960 -0.1 0.0 -0.1 -0.387
C 2.535 -2.732 3.061 0.0 -0.3 0.0 -0.796
C 1.838 -3.942 3.168 -0.3 0.2 0.1 -0.538
C 0.441 -3.937 3.235 0.0 0.0 0.0 -0.661
C -0.259 -2.736 3.180 0.0 0.6 -0.2 -0.481
H -2.611 0.819 3.234 0.1 -0.2 0.1 0.436
H -1.776 -0.125 4.505 0.0 0.0 -0.2 0.429
H -2.647 -0.970 3.181 0.0 0.2 0.2 0.454
H -1.251 2.646 1.878 0.3 0.2 0.1 0.518
H -0.209 4.854 2.340 0.2 -0.4 0.2 0.411
H 1.893 4.988 3.679 -0.1 -0.3 0.0 0.426
H 2.881 2.909 4.644 -0.3 -0.1 0.0 0.414
H 1.778 0.713 4.287 -0.2 0.5 -0.2 0.572
H 2.415 -0.595 2.824 -0.3 -0.5 0.0 0.556
H 3.625 -2.742 3.045 -0.3 0.0 0.0 0.424
H 2.368 -4.894 3.207 -0.1 0.3 0.0 0.426
H -0.124 -4.865 3.329 0.3 0.2 0.0 0.427
H -1.352 -2.712 3.230 0.4 -0.3 0.0 0.243
```
Positions in Å, forces in eV/Å.

Computed properties:
HOMO energy   -14.96 eV
Total charge   +2
LUMO level   -9.348 eV

Respective largest force on an atom values: 0.0679, 0.0358, 0.1748 hartree/bohr.
Respective energy values: -28458.299, -58806.645, -38045.628 eV.
Respective orbital gap values: 8.5443, 8.3246, 5.6131 eV.